[1]
7 unconnected molecules or ions with the total composition C24H67N5O7. Source: the OMol25 dataset; level of theory: wB97M-V/def2-TZVPD.

Properties
<S²>: 0.755
Energy above the lowest of the compared OMol25 structures with the same formula, charge and spin: 86.4 kcal per mole
Total charge: +1
HOMO energy (spin up / spin down): -0.403 / -0.403 hartree
2S+1: 2
Kohn-Sham gap (spin up / spin down): 8.16 / 2.02 eV

```
103
C24H67N5O7, DFT wB97M-V/def2-TZVPD
C 1.5332 -0.7988 -6.8081
C 0.8030 -0.7499 -5.4752
C -0.7515 -0.9362 -5.6907
O -1.5002 -0.8951 -4.4917
C -1.3609 0.3961 -3.8011
N 1.3084 -1.8555 -4.7348
H 1.1320 -1.4550 -7.5804
H 2.5977 -1.0014 -6.6903
H 1.4148 0.1923 -7.2461
H 1.0034 0.2579 -5.1114
H -0.8949 -1.8733 -6.2287
H -0.9908 -0.1831 -6.4414
H -2.1029 0.4481 -3.0043
H -1.3665 1.2524 -4.4755
H -0.4226 0.5537 -3.2694
H 0.5074 -2.1622 -4.2014
H 1.3615 -2.6052 -5.4096
C -2.9818 5.9517 -2.8757
C -2.1372 4.6774 -2.9523
C -2.3512 3.7622 -1.7260
O -1.6443 4.3603 -0.6438
C -2.1936 4.0044 0.6680
N -2.6797 3.8682 -4.1391
H -3.4291 6.2256 -3.8313
H -2.2737 6.6870 -2.4936
H -3.7734 5.6061 -2.2110
H -1.0794 4.9217 -3.0499
H -1.9600 2.7453 -1.7569
H -3.4246 3.6076 -1.6163
H -3.1767 4.4750 0.6582
H -1.6095 4.1855 1.5703
H -2.2579 2.9206 0.5706
H -3.5848 3.5104 -3.8692
H -2.1766 3.0007 -4.0182
C 4.7517 -5.7221 -1.5414
C 3.3593 -5.7525 -2.1625
C 2.6386 -4.4377 -2.1769
O 2.5982 -3.9042 -0.8929
C 2.0283 -2.6172 -0.9971
N 3.4765 -6.2271 -3.4738
H 5.3899 -5.0953 -2.1641
H 5.2896 -6.5780 -1.1336
H 4.6548 -5.0983 -0.6528
H 2.6801 -6.3857 -1.5917
H 1.6554 -4.7951 -2.4831
H 2.9622 -3.7004 -2.9116
H 1.0872 -2.5916 -1.5463
H 2.6629 -1.8243 -1.3929
H 1.5702 -2.3104 -0.0568
H 2.6670 -6.1428 -4.0719
H 3.7069 -7.2009 -3.3364
C -3.9753 3.3055 3.8251
C -4.5130 2.6219 2.6229
C -5.2201 1.2737 2.8241
O -6.4828 1.5671 3.4875
C -6.9508 0.5999 4.4027
N -5.3400 3.6117 1.8947
H -3.2085 2.6528 4.2424
H -4.7337 3.5310 4.5748
H -3.6374 4.2951 3.5175
H -3.6997 2.2690 1.9887
H -4.6749 0.5824 3.4667
H -5.1633 0.6434 1.9366
H -6.3505 0.4951 5.3064
H -7.1862 -0.3422 3.9075
H -7.9569 0.9135 4.6811
H -6.3121 3.5137 2.1507
H -5.4941 3.2500 0.9643
C 6.4053 0.9848 4.1111
C 6.8021 -0.4589 3.7036
C 6.0185 -0.7973 2.3972
O 4.6411 -0.5790 2.8285
C 3.6071 -1.0988 2.0181
N 8.2180 -0.5077 3.5031
H 5.3404 1.1650 4.2580
H 6.5958 1.6181 3.2446
H 6.9449 1.2965 5.0054
H 6.4870 -1.0877 4.5363
H 6.1677 -1.8422 2.1250
H 6.3814 -0.2051 1.5571
H 2.8181 -1.2853 2.7467
H 3.9030 -2.0401 1.5549
H 3.1554 -0.3460 1.3721
H 8.3314 -1.4823 3.2635
H 8.4561 -0.0901 2.6149
C -2.1408 -0.6366 5.3888
C -1.3249 -1.8001 4.7301
O -0.5877 -1.2117 3.6707
H -1.5443 0.2502 5.6026
H -2.5081 -1.0770 6.3158
H -2.9724 -0.2988 4.7704
H -1.9695 -2.6353 4.4559
H -0.7378 -2.4210 5.4068
H 0.1810 -0.7754 4.0454
C -0.1127 0.1622 -0.0126
C -1.6072 -0.1436 0.2752
O -1.6505 0.2597 1.6172
H 0.0450 1.2212 0.1914
H 0.0813 -0.2257 -1.0126
H 0.4696 -0.2873 0.7918
H -1.9407 -1.1622 0.0768
H -2.3336 0.5846 -0.0855
H -1.4368 -0.5418 2.1003
```

[2]
7 unconnected molecules or ions with the total composition C24H67N5O9. Source: the OMol25 dataset; level of theory: wB97M-V/def2-TZVPD.

Properties
Energy above the lowest of the compared OMol25 structures with the same formula, charge and spin: 68.9 kcal per mole
Structure (SMILES): COC[C@H](C)N.COC[C@H](C)N.COC[C@H](C)N.COCCNCCOC.COCCNCCOC.O.O
HOMO energy: -0.317 hartree
2S+1: 1
Kohn-Sham gap: 9.22 eV

```
105
C24H67N5O9, DFT wB97M-V/def2-TZVPD
C -0.0631 4.4802 -3.0681
O 0.7182 3.3144 -2.7957
C 0.7239 2.5223 -3.9235
C 1.1708 1.0822 -3.6090
C 2.6019 0.9445 -3.1529
N 1.0732 0.3580 -4.9231
H 0.0167 5.1349 -2.2080
H -1.0996 4.1920 -3.2825
H 0.2914 5.0343 -3.9760
H -0.2709 2.4096 -4.4438
H 1.4497 2.9089 -4.7334
H 0.5307 0.6149 -2.8306
H 2.8234 1.4274 -2.1683
H 3.3212 1.3986 -3.8121
H 2.7228 -0.1561 -3.0781
H 1.9883 0.2725 -5.2560
H 0.7705 -0.6231 -4.7338
C -2.4932 -2.4515 -1.0015
O -2.1195 -1.8530 -2.2597
C -2.9824 -0.7746 -2.5912
C -2.5354 -0.1605 -3.8622
C -3.4687 1.0223 -4.1826
N -2.5029 -1.1837 -4.8943
H -1.8636 -3.3331 -0.9394
H -3.5974 -2.7265 -1.0388
H -2.4336 -1.7912 -0.1467
H -4.0570 -1.1258 -2.7205
H -3.0754 -0.0588 -1.7600
H -1.5403 0.2506 -3.6301
H -4.5143 0.6164 -4.3387
H -3.0938 1.6167 -5.0202
H -3.4953 1.7344 -3.3620
H -1.9712 -0.8901 -5.7226
H -2.0860 -2.0484 -4.4866
C -2.0233 0.2333 2.0492
O -2.8689 -0.8958 2.5741
C -2.0126 -1.8283 3.2923
C -2.9643 -3.0468 3.5161
C -3.4722 -3.5912 2.1826
N -4.0731 -2.6765 4.3755
H -2.0879 1.1822 2.7215
H -2.4550 0.4065 1.0094
H -1.0051 -0.0404 1.8734
H -1.1045 -2.1486 2.7763
H -1.7325 -1.4225 4.3002
H -2.4898 -3.9343 3.9007
H -3.6547 -4.6312 2.3881
H -2.6571 -3.6071 1.4478
H -4.3421 -3.0577 1.8137
H -4.4642 -1.7910 4.1353
H -3.7742 -2.7832 5.3514
C -1.7527 5.4681 0.2913
O -1.0290 4.4663 1.0290
C 0.4252 4.6853 0.7350
C 1.2157 4.5686 1.9919
N 1.1144 3.2693 2.5413
C 1.6896 3.0635 3.8970
C 3.1665 2.5333 3.9053
O 3.8635 3.0912 5.0072
C 5.1043 2.4858 5.3464
H -1.8386 6.3941 0.8381
H -2.7752 5.1310 0.2348
H -1.4723 5.5810 -0.7050
H 0.4600 5.7002 0.2612
H 0.6936 3.9318 -0.0255
H 0.7218 5.3243 2.5924
H 2.3058 4.8235 1.6907
H 0.1426 2.9824 2.5364
H 1.0288 2.3825 4.4580
H 1.7161 3.9674 4.5008
H 3.5789 2.7712 2.9147
H 3.0874 1.3759 3.9359
H 4.9758 1.3232 5.3329
H 5.3705 2.8862 6.3733
H 5.9387 2.8693 4.6959
C 0.4317 -6.0926 3.4684
O 0.3645 -4.8283 2.8341
C 1.5175 -4.5257 2.0964
C 1.2197 -3.4030 1.1321
N 2.3993 -2.8907 0.3890
C 2.1772 -1.9413 -0.6076
C 1.4590 -2.4307 -1.8747
O 2.4582 -3.2259 -2.4415
C 2.2363 -3.3282 -3.7969
H 1.4265 -6.2151 3.9255
H 0.2842 -6.9608 2.7884
H -0.4255 -6.1017 4.1423
H 1.9313 -5.5385 1.6089
H 2.3621 -4.2891 2.7416
H 0.7843 -2.5386 1.7303
H 0.3778 -3.5657 0.5098
H 2.8714 -3.8090 0.1286
H 3.1594 -1.5881 -1.0207
H 1.6560 -1.0624 -0.1082
H 1.3072 -1.4928 -2.4457
H 0.4943 -2.9562 -1.6857
H 1.2604 -3.7613 -4.0411
H 3.0684 -3.8969 -4.2439
H 2.2967 -2.3332 -4.3090
O 0.8609 1.2233 0.6563
H 1.2187 1.9330 1.1947
H 1.5177 0.5977 0.3054
O -1.1021 1.6575 -1.0851
H -0.7016 2.3185 -1.6616
H -0.4000 1.4444 -0.4651
```

| no. | E_tot (eV) | molar mass (g/mol) |
| --- | --- | --- |
| 1 | -47740.7771 | 537.8 |
| 2 | -51846.0708 | 569.8 |